1.
63
Properties=species:S:1:pos:R:3:lowdin_charge:R:1 method="wB97M-V/def2-TZVPD" charge=+1 lumo_energy_ev=-6.833 homo_lumo_gap_ev=4.46 total_energy_ev=-54996.027 homo_ev=-11.29
N 1.25 1.48 7.30 0.219
C 2.11 1.26 6.33 -0.149
O 2.84 1.55 5.06 -0.284
S 4.46 1.98 5.36 1.308
F 5.34 0.48 5.14 -0.261
C 4.74 2.60 7.11 -0.314
C 5.10 1.41 8.18 -0.250
C 6.60 0.77 8.03 -0.556
Cl 7.90 1.91 7.36 0.516
H 3.77 3.14 7.55 0.151
H 5.55 3.46 7.03 0.124
H 4.94 1.73 9.29 0.144
H 4.34 0.52 7.96 0.129
H 6.56 -0.21 7.35 0.099
H 6.94 0.37 9.11 0.117
C 2.00 0.12 0.66 -0.059
C 0.66 0.14 1.39 -0.493
C 0.16 1.57 1.57 -0.053
O 0.80 -0.48 2.66 -0.064
H 2.76 0.66 1.23 0.071
H 2.35 -0.91 0.55 0.083
H 1.92 0.58 -0.33 0.082
H -0.07 -0.44 0.82 0.144
H 0.86 2.15 2.18 0.073
H -0.80 1.57 2.11 0.088
H 0.02 2.07 0.61 0.055
H 1.46 0.03 3.17 0.058
C -0.38 3.67 -3.22 -0.059
C -1.00 2.93 -2.05 -0.501
C -2.52 2.88 -2.16 -0.058
O -0.64 3.59 -0.83 -0.085
H -0.73 4.71 -3.26 0.082
H 0.71 3.71 -3.12 0.080
H -0.63 3.18 -4.17 0.074
H -0.60 1.91 -2.00 0.127
H -2.94 3.89 -2.16 0.082
H -2.95 2.36 -1.30 0.081
H -2.83 2.37 -3.07 0.072
H -0.99 4.49 -0.87 0.098
C 0.64 -0.61 -4.78 -0.062
C -0.73 -0.72 -4.14 -0.500
C -1.51 -1.91 -4.70 -0.057
O -1.47 0.48 -4.39 -0.070
H 0.57 -0.46 -5.86 0.084
H 1.18 0.25 -4.37 0.075
H 1.24 -1.51 -4.59 0.082
H -0.63 -0.83 -3.06 0.135
H -1.66 -1.80 -5.78 0.087
H -2.50 -1.97 -4.24 0.066
H -0.98 -2.85 -4.51 0.086
H -1.56 0.58 -5.35 0.100
C -5.34 -3.56 -3.70 -0.067
C -4.87 -5.00 -3.87 -0.503
C -5.66 -5.94 -2.97 -0.068
O -3.48 -5.09 -3.54 -0.066
H -5.19 -3.22 -2.67 0.082
H -4.75 -2.89 -4.34 0.066
H -6.39 -3.46 -3.97 0.082
H -4.97 -5.31 -4.91 0.141
H -5.53 -5.68 -1.92 0.081
H -5.30 -6.97 -3.09 0.081
H -6.73 -5.91 -3.21 0.081
H -3.38 -4.82 -2.61 0.091



2.
88
Properties=species:S:1:pos:R:3:lowdin_charge:R:1 method="wB97M-V/def2-TZVPD" charge=-1 multiplicity=2 lumo_energy_ev="1.308 / 1.309" homo_lumo_gap_ev="2.74 / 7.19" total_energy_ev=-120401.960 s2=0.753 homo_ev="-1.43 / -5.88"
C 4.37 -0.03 -0.82 0.020
C 4.58 -0.41 0.63 -0.331
O 5.56 -0.95 1.08 0.137
N 3.35 -0.19 1.60 0.137
H 2.55 -0.18 0.99 0.084
H 3.46 -1.03 2.15 0.165
C 3.56 1.16 2.42 0.043
H 4.46 1.04 -1.05 0.112
H 3.39 -0.45 -1.03 0.080
H 4.93 -0.62 -1.54 0.095
H 3.77 1.97 1.72 0.099
H 4.34 1.04 3.17 0.101
H 2.64 1.43 2.93 0.059
C -2.38 0.76 3.45 0.020
C -2.34 1.98 2.59 -0.378
O -3.21 2.28 1.78 0.126
N -1.17 2.96 2.81 0.099
H -0.50 2.43 3.34 0.073
H -0.75 3.11 1.90 0.115
C -1.72 4.22 3.62 0.074
H -2.35 0.85 4.54 0.093
H -1.55 0.14 3.10 0.083
H -3.36 0.33 3.26 0.095
H -2.51 3.98 4.34 0.099
H -2.13 4.77 2.78 0.096
H -0.90 4.69 4.15 0.094
C 1.97 4.38 -2.20 -0.071
C 1.11 4.55 -3.44 -0.576
O 1.10 5.61 -4.05 -0.098
N 0.46 3.23 -3.92 0.082
H 0.98 2.43 -3.61 0.091
H -0.49 3.15 -3.57 0.132
C 0.38 3.25 -5.51 -0.002
H 2.64 5.22 -2.00 0.063
H 2.49 3.45 -2.41 0.049
H 1.42 4.38 -1.26 0.038
H 0.00 4.18 -5.93 0.071
H -0.45 2.58 -5.77 0.069
H 1.33 2.97 -5.95 0.079
C -0.12 -6.15 -1.54 0.015
C 0.21 -4.73 -1.76 -0.380
O 1.09 -4.34 -2.48 0.152
N -0.58 -3.74 -0.84 0.122
H -1.40 -4.22 -0.51 0.068
H 0.00 -3.61 -0.02 0.166
C -0.99 -2.46 -1.66 0.046
H 0.63 -6.76 -2.04 0.097
H -1.12 -6.29 -1.96 0.109
H -0.12 -6.41 -0.49 0.102
H -1.64 -1.88 -1.01 0.072
H -1.48 -2.84 -2.56 0.101
H -0.12 -1.92 -2.02 0.086
C -3.45 -4.01 1.12 -0.348
O -4.02 -3.50 -0.17 -0.134
O -2.53 -5.05 0.79 -0.277
C -2.78 -2.83 2.02 -0.554
F -2.07 -3.29 3.07 0.138
F -2.10 -1.86 1.33 0.088
F -3.74 -2.19 2.62 0.133
C -5.13 -2.62 -0.14 -0.308
C -5.49 -2.15 -1.54 -0.071
H -5.90 -2.93 -2.18 0.070
H -6.18 -1.31 -1.54 0.076
H -4.51 -1.94 -1.97 0.067
H -4.93 -1.78 0.53 0.101
H -6.00 -2.99 0.39 0.109
H -4.33 -4.49 1.55 0.135
P 0.28 1.07 0.13 0.221
F 0.79 -0.46 0.02 -0.145
F -1.31 0.46 0.31 -0.187
F 0.45 1.17 1.68 -0.100
F -0.37 2.58 0.14 -0.173
F 1.71 1.76 -0.24 -0.149
F 0.14 1.08 -1.47 -0.150
P 0.82 0.66 5.68 0.198
F 1.51 1.83 6.61 -0.170
F 0.37 1.65 4.50 -0.166
F 2.22 0.31 4.96 -0.164
F 0.14 -0.59 4.96 -0.149
F 1.26 -0.42 6.86 -0.193
F -0.63 0.88 6.45 -0.191
P 3.21 0.24 -4.56 0.230
F 2.48 0.78 -3.17 -0.202
F 2.83 -1.23 -4.07 -0.162
F 1.70 0.41 -5.29 -0.213
F 3.78 -0.34 -5.92 -0.152
F 3.64 1.80 -4.93 -0.181
F 4.73 -0.02 -3.94 -0.198



3.
65
Properties=species:S:1:pos:R:3:lowdin_charge:R:1 method="wB97M-V/def2-TZVPD" charge=+4 multiplicity=2 relative_energy_kj_mol=3.34 lumo_energy_ev="-11.502 / -12.213" homo_lumo_gap_ev="6.46 / 6.57" total_energy_ev=-119967.729 s2=0.757 homo_ev="-17.96 / -18.78"
Pt -1.44 -1.11 -0.38 0.466
C -4.68 -1.88 -4.05 0.051
O -4.92 -1.91 -2.61 0.050
C -3.93 -1.68 -1.81 -0.556
O -2.76 -1.43 -2.13 -0.082
N -4.32 -1.71 -0.50 0.062
N -3.31 -1.73 0.48 -0.071
H -5.67 -1.76 -4.49 0.116
H -4.24 -2.83 -4.35 0.113
H -4.04 -1.04 -4.30 0.090
H -5.23 -2.07 -0.26 0.187
H -3.18 -2.68 0.82 0.124
H -3.62 -1.16 1.27 0.113
C 2.22 -3.26 0.73 -0.202
Si 1.43 -2.58 2.25 0.394
C 2.52 -1.89 3.56 -0.207
C -0.11 -3.46 2.83 -0.217
Ge -0.02 -0.60 1.36 0.643
Si 4.52 2.63 -0.83 0.900
C 5.15 1.24 -1.84 -0.152
C 5.32 3.01 0.76 -0.152
C 3.31 3.77 -1.56 -0.153
Si -1.86 2.17 4.13 0.848
C -2.79 0.77 4.83 -0.155
C -0.31 2.68 4.95 -0.155
C -2.65 3.23 2.87 -0.155
H 2.51 -4.30 0.94 0.065
H 3.13 -2.72 0.46 0.045
H 1.54 -3.28 -0.12 0.009
H 3.10 -2.71 4.00 0.063
H 1.96 -1.42 4.37 0.039
H 3.24 -1.18 3.16 0.039
H 0.21 -4.42 3.24 0.070
H -0.79 -3.68 2.00 0.023
H -0.63 -2.94 3.63 0.038
H 5.59 0.44 -1.24 0.057
H 5.96 1.66 -2.45 0.080
H 4.41 0.84 -2.53 0.046
H 5.72 2.13 1.27 0.057
H 4.70 3.61 1.42 0.055
H 6.19 3.63 0.49 0.083
H 2.43 3.24 -1.95 0.045
H 3.79 4.23 -2.44 0.076
H 3.00 4.56 -0.88 0.056
H -2.25 -0.17 4.78 0.043
H -3.79 0.67 4.40 0.054
H -2.91 0.99 5.90 0.078
H 0.26 1.84 5.35 0.054
H -0.64 3.28 5.81 0.083
H 0.32 3.31 4.33 0.053
H -2.93 2.67 1.98 0.048
H -2.03 4.09 2.59 0.057
H -3.58 3.61 3.31 0.077
S 0.53 -0.80 -1.55 0.473
C -0.04 -0.42 -3.18 -0.640
N 0.44 -1.21 -4.16 0.084
C 0.17 -1.04 -5.47 0.007
C -0.65 -0.01 -5.86 0.012
C -1.18 0.82 -4.88 0.014
C -0.87 0.62 -3.54 -0.067
H 1.03 -1.99 -3.89 0.164
H 0.62 -1.74 -6.15 0.158
H -0.87 0.13 -6.91 0.140
H -1.82 1.65 -5.16 0.139
H -1.27 1.27 -2.77 0.118



4.
86
Properties=species:S:1:pos:R:3:lowdin_charge:R:1 method="wB97M-V/def2-TZVPD" charge=+1 relative_energy_kj_mol=0.00 lumo_energy_ev=-7.221 homo_lumo_gap_ev=1.09 total_energy_ev=-131337.831 homo_ev=-8.31
C -7.23 -2.61 -0.59 -0.169
C -6.47 -1.62 -1.44 -0.363
P -4.65 -1.18 -1.03 0.662
F -3.07 -0.69 -0.77 -0.236
C -3.92 -2.62 -2.01 -0.214
C -3.07 -2.35 -3.23 -0.218
O -3.84 -2.34 -4.47 -0.044
C -3.12 -2.06 -5.54 -0.367
O -1.95 -2.30 -5.69 0.070
C -4.56 -2.26 0.55 -0.170
C -3.25 -2.11 1.25 -0.470
C -3.09 -0.98 2.24 -0.035
N -2.31 -2.95 1.05 0.134
O -5.04 0.31 -0.07 -0.177
C -6.14 0.39 0.55 -0.478
N -7.20 0.45 1.03 0.159
P -4.77 0.24 -2.86 0.541
O -3.52 0.81 -3.37 -0.285
O -5.65 1.55 -2.42 -0.181
O -5.80 -0.37 -4.00 -0.297
H -8.21 -2.72 -1.04 0.067
H -7.40 -2.30 0.44 0.067
H -6.78 -3.60 -0.65 0.058
H -6.40 -2.16 -2.38 0.050
H -7.09 -0.76 -1.73 0.028
H -3.21 -3.09 -1.34 0.073
H -4.62 -3.43 -2.23 0.107
H -2.38 -1.51 -3.16 0.113
H -2.42 -3.21 -3.35 0.124
H -3.70 -1.58 -6.34 0.141
H -4.66 -3.32 0.36 0.100
H -5.30 -1.99 1.31 0.095
H -3.86 -0.24 2.08 0.068
H -3.18 -1.41 3.24 0.095
H -2.11 -0.54 2.12 0.043
H -1.52 -2.66 1.63 0.045
H -5.00 2.18 -2.09 0.080
H -6.65 0.06 -3.86 -0.229
Al -8.44 -0.43 -4.21 1.215
F -7.27 -4.53 -2.08 -0.479
O -2.90 3.19 2.27 -0.258
Cl -1.58 2.76 2.53 0.699
O -1.17 3.33 3.84 -0.444
O -0.66 3.36 1.58 -0.432
O -1.45 1.35 2.51 -0.306
Na 1.52 3.40 1.37 0.785
C 3.29 -0.93 0.04 -0.061
C 4.80 -0.99 -0.11 -0.262
N 5.53 -0.59 1.09 -0.185
C 6.93 -0.40 0.85 -0.308
C 7.77 -1.62 0.43 -0.079
C 5.19 -1.31 2.32 -0.235
C 5.34 -2.83 2.33 -0.066
H 2.93 0.05 0.35 0.070
H 2.83 -1.15 -0.92 0.087
H 2.92 -1.67 0.76 0.074
H 5.08 -0.32 -0.91 0.067
H 5.08 -2.00 -0.43 0.112
H 7.38 0.04 1.74 -0.030
H 7.03 0.36 0.07 0.124
H 7.96 -2.30 1.26 0.060
H 8.75 -1.29 0.06 0.074
H 7.30 -2.18 -0.38 0.082
H 4.15 -1.07 2.57 0.108
H 5.77 -0.88 3.15 0.108
H 4.94 -3.29 1.42 0.077
H 4.79 -3.25 3.17 0.082
H 6.37 -3.15 2.44 0.055
O 1.88 5.40 6.17 -0.153
P 1.43 6.35 5.05 -0.128
O 2.15 7.69 5.15 -0.327
O -0.08 6.51 5.25 -0.208
O 1.64 5.63 3.72 -0.350
O 4.00 8.65 3.59 0.260
H 4.65 7.93 3.57 0.163
H 4.37 9.46 3.96 0.170
H 3.16 8.35 4.14 0.088
C 5.83 0.38 -4.81 0.062
N 5.77 0.29 -3.33 -0.435
O 5.32 1.23 -2.71 0.064
O 6.17 -0.74 -2.82 0.055
H 5.44 1.35 -5.11 0.098
H 6.87 0.28 -5.10 0.104
H 5.23 -0.42 -5.21 0.109
K 9.14 0.24 2.72 1.009
Li -0.08 4.67 4.48 0.694



| no. | M (Da) |
| --- | --- |
| 1 | 411.00 |
| 2 | 874.38 |
| 3 | 688.51 |
| 4 | 821.88 |